The following is a DFT calculation (wB97M-V/def2-TZVPD) of a molecular structure, C41H33IN5O4Pd.

HOMO energy (alpha / beta) in Ha: -0.16226 / -0.16894
Total charge: -1
Spin multiplicity: 3
Orbital gap (alpha / beta) in eV: 6.799 / 5.603

CARTESIAN COORDINATES (ANGSTROEM)
Pd (0.79317, 0.65247, 0.41956)
C (5.13926, -0.36760, -1.20343)
C (4.99209, 0.92573, -0.46068)
N (6.05544, 1.50235, 0.03603)
C (5.90878, 2.67075, 0.70706)
C (4.70813, 3.30162, 0.87104)
C (4.67968, 4.60305, 1.61414)
O (3.90601, 4.45563, 2.81127)
C (3.52893, 2.70572, 0.34832)
C (2.27800, 3.40516, 0.47367)
N (1.08310, 2.95874, 0.29812)
C (0.05671, 3.92015, 0.45513)
C (0.03174, 5.07575, -0.32614)
C (-0.96951, 6.02149, -0.16130)
C (-1.96031, 5.82053, 0.78909)
C (-1.94957, 4.66999, 1.56474)
C (-0.95199, 3.71600, 1.40223)
I (-0.98431, 1.95430, 2.50802)
C (3.64296, 1.45528, -0.31835)
O (2.67888, 0.79902, -0.81779)
H (6.19586, -0.58984, -1.34697)
H (4.61748, -0.32621, -2.16200)
H (4.66915, -1.17767, -0.64276)
H (6.81624, 3.09994, 1.12429)
H (4.25635, 5.40251, 0.99557)
H (5.70638, 4.88841, 1.85211)
H (3.79660, 5.32072, 3.21524)
H (2.37180, 4.45128, 0.77216)
H (0.79691, 5.20853, -1.08103)
H (-0.97964, 6.90943, -0.78258)
H (-2.74782, 6.55259, 0.92531)
H (-2.72230, 4.50777, 2.30638)
O (-1.52911, -1.05601, 2.38180)
C (-1.91325, -1.02815, 1.21323)
N (-3.06743, -1.67050, 0.78789)
C (-3.35250, -1.37019, -0.59499)
C (-2.06651, -0.52722, -0.94489)
O (-1.87281, -0.08441, -2.06614)
N (-1.32187, -0.36843, 0.16065)
C (-3.43719, -2.60265, -1.48423)
C (-3.38698, -3.88817, -0.95884)
C (-3.50079, -4.99889, -1.78840)
C (-3.65090, -4.83507, -3.15567)
C (-3.68149, -3.55149, -3.69051)
C (-3.58092, -2.44421, -2.86376)
C (-4.59866, -0.49219, -0.70543)
C (-4.50762, 0.88098, -0.47600)
C (-5.64453, 1.67412, -0.48192)
C (-6.89244, 1.11027, -0.71765)
C (-6.99258, -0.25327, -0.94703)
C (-5.85209, -1.04810, -0.94284)
H (-3.74476, -1.97565, 1.46392)
H (-3.23906, -4.01645, 0.10536)
H (-3.46135, -5.99391, -1.35912)
H (-3.73622, -5.69911, -3.80551)
H (-3.78384, -3.41275, -4.76135)
H (-3.59352, -1.44132, -3.27503)
H (-3.53752, 1.33144, -0.29410)
H (-5.55197, 2.73964, -0.30635)
H (-7.77968, 1.73250, -0.72471)
H (-7.96053, -0.70504, -1.13398)
H (-5.93980, -2.11173, -1.13427)
C (0.03509, -4.29482, -1.88245)
C (0.23097, -2.99408, -2.33072)
C (0.70775, -2.02010, -1.47045)
C (1.01334, -2.35021, -0.14475)
C (0.80040, -3.65950, 0.30805)
C (0.31059, -4.61988, -0.56185)
N (1.44404, -1.34520, 0.72318)
C (2.49369, -1.58323, 1.57465)
C (2.66314, -0.69327, 2.65807)
C (3.74549, -0.81523, 3.50515)
C (4.69240, -1.81283, 3.28987)
C (4.54696, -2.68820, 2.21939)
C (3.46183, -2.58840, 1.36768)
H (-0.36937, -5.04388, -2.55330)
H (-0.01225, -2.72405, -3.35097)
H (0.84991, -1.00287, -1.79875)
H (0.98350, -3.89851, 1.34803)
H (0.12359, -5.62508, -0.20108)
H (1.92138, 0.07469, 2.79290)
H (3.86041, -0.12060, 4.32944)
H (5.55165, -1.89796, 3.94484)
H (5.30353, -3.44231, 2.03438)
H (3.37571, -3.24201, 0.51204)



The following is a DFT calculation (wB97M-V/def2-TZVPD) of a molecular structure, C20H24CoN4S3.

HOMO energy (alpha / beta) in Ha: -0.24989 / -0.25155
Spin multiplicity: 2
Orbital gap (alpha / beta) in eV: 7.295 / 7.334

CARTESIAN COORDINATES (ANGSTROEM)
Co (1.33386, -0.55178, 0.62035)
C (3.60114, 0.93258, -0.25872)
N (2.14433, 1.17629, -0.05544)
C (1.47456, 1.50046, -1.34950)
C (0.42890, 0.47078, -1.76412)
N (0.81151, -0.87290, -1.31106)
C (1.89945, -1.43776, -2.14307)
C (-0.27005, -1.85671, -1.31932)
C (-1.25343, -1.83465, -2.29322)
C (-2.18773, -2.86156, -2.35852)
C (-2.09772, -3.91310, -1.45786)
C (-1.11769, -3.91577, -0.47439)
C (-0.19634, -2.87440, -0.36558)
S (0.97562, -2.75715, 0.96557)
C (2.05822, 2.19382, 0.99826)
C (2.02153, 3.54853, 0.71252)
C (2.02743, 4.47380, 1.74646)
C (2.10253, 4.01846, 3.05732)
C (2.16967, 2.66187, 3.32661)
C (2.14912, 1.71315, 2.30152)
S (2.23497, -0.02547, 2.60392)
H (4.06303, 1.81150, -0.71854)
H (4.05144, 0.73951, 0.71226)
H (3.75780, 0.06479, -0.88502)
H (0.96891, 2.46189, -1.28656)
H (2.25148, 1.59529, -2.11188)
H (-0.51354, 0.69955, -1.27801)
H (0.29017, 0.51880, -2.85251)
H (1.50703, -1.67852, -3.13546)
H (2.70715, -0.72561, -2.25138)
H (2.27454, -2.33956, -1.66333)
H (-1.29138, -1.02763, -3.01418)
H (-2.96248, -2.84368, -3.11337)
H (-2.80507, -4.73097, -1.51110)
H (-1.06741, -4.72383, 0.24651)
H (1.99265, 3.89726, -0.31187)
H (1.98050, 5.53196, 1.52802)
H (2.10585, 4.72737, 3.87531)
H (2.22265, 2.30858, 4.34881)
C (-3.88769, 1.15543, 0.31607)
N (-3.40140, -0.12770, 0.79371)
C (-4.15555, -1.29059, 0.89605)
C (-3.34096, -2.24948, 1.38128)
N (-2.11544, -1.65580, 1.57937)
C (-2.13546, -0.36002, 1.20907)
S (-0.82918, 0.72436, 1.36073)
H (-4.88401, 1.33206, 0.71566)
H (-3.92111, 1.17040, -0.77385)
H (-3.21005, 1.93143, 0.66219)
H (-5.19285, -1.32274, 0.61810)
H (-3.52193, -3.28466, 1.59853)
H (-1.24756, -2.09786, 1.88369)



The following is a DFT calculation (wB97M-V/def2-TZVPD) of 2 unconnected molecules or ions with the total composition C6H10N2O3S.

HOMO energy in Ha: -0.33115
Orbital gap in eV: 8.837

CARTESIAN COORDINATES (ANGSTROEM)
N (1.46801, -0.57516, 1.46893)
S (0.24961, -1.34543, 1.90708)
N (0.57957, -2.40483, 3.16264)
O (-0.37187, -2.05376, 0.81849)
O (-0.84240, -0.50830, 2.68982)
H (1.88484, -0.08902, 2.23885)
H (-0.24227, -2.93966, 3.39314)
H (1.34183, -3.01514, 2.91586)
H (-1.10396, 0.25306, 2.11428)
O (-1.02859, 1.32623, 0.87405)
C (-0.59740, 1.17790, -0.27241)
C (0.38520, 2.07891, -0.83260)
C (0.77698, 1.99595, -2.11988)
C (0.26926, 0.98541, -2.99474)
C (-0.61385, 0.08109, -2.54387)
C (-1.08286, 0.06611, -1.14887)
H (0.75660, 2.84890, -0.17258)
H (1.48506, 2.70537, -2.52059)
H (0.60010, 0.97010, -4.02002)
H (-0.99807, -0.68744, -3.19978)
H (-2.17296, -0.00285, -1.09632)
H (-0.74283, -0.86744, -0.66147)



The following is a DFT calculation (wB97M-V/def2-TZVPD) of 2 unconnected molecules or ions with the total composition C4H10O2.

HOMO energy in Ha: -0.40826
Orbital gap in eV: 11.707

CARTESIAN COORDINATES (ANGSTROEM)
O (0.02891, 2.58016, 3.98596)
C (-0.42277, 1.59256, 3.49135)
O (-1.34326, 0.78862, 4.11377)
H (-0.37504, 1.45390, 2.40128)
H (-2.14365, 1.30977, 4.24249)
C (-0.87992, -0.65721, -1.75263)
C (0.52455, -0.05799, -1.77264)
C (1.57850, -1.17423, -1.53718)
H (-1.09832, -1.42250, -2.49977)
H (-1.68783, 0.07474, -1.74464)
H (-0.98017, -1.18966, -0.79817)
H (0.53596, 0.59065, -0.89800)
H (0.80749, 0.44468, -2.69273)
H (2.56447, -0.79662, -1.80450)
H (1.49781, -1.53192, -0.51385)
H (1.39327, -2.00495, -2.22073)



Energy relative to the best compared isomer or geometry (same formula, charge and spin)? In order: 0.738 0.319 0.978 1.149 eV.
Calculated total energy? In order: -70276.456 -97224.445 -26340.364 -8404.398 eV.